Entry 1:
{
  "formula": "C3H3O4",
  "method": "ωB97M-V with the def2-TZVPD basis set",
  "species": ["C", "O", "H", "H", "O", "O", "C", "H", "O", "C"],
  "xyz": [[-0.661, 0.021, 0.061], [-0.334, -1.346, 0.007], [0.240, 1.921, 0.306], [-1.151, -1.717, 0.269], [-2.853, -0.782, -0.055], [-2.597, 1.440, -0.026], [0.295, 0.956, 0.039], [1.474, -0.468, -0.037], [1.597, 0.457, -0.118], [-2.203, 0.306, 0.058]],
  "nbo_charge": [0.09, -0.75, 0.18, 0.51, -0.81, -0.72, 0.03, 0.48, -0.73, 0.72],
  "smiles": "O=C([O-])/C(O)=C/O",
  "charge": -1,
  "orbital_gap_ev": 8.18,
  "total_energy_ha": -417.122316
}

Entry 2:
{
  "formula": "C3H3O4",
  "method": "ωB97M-V with the def2-TZVPD basis set",
  "species": ["H", "O", "O", "O", "H", "C", "C", "C", "H", "O"],
  "xyz": [[0.321, -1.929, 0.180], [-1.991, 2.814, 1.127], [-2.254, 2.923, -1.169], [-0.060, 0.599, 1.195], [-0.122, -0.224, -2.127], [-0.188, 0.699, -0.205], [-1.970, 2.745, -0.028], [0.239, -0.239, -1.078], [-0.772, 1.144, 1.627], [0.743, -1.544, -0.650]],
  "nbo_charge": [0.46, -0.61, -0.58, -0.80, 0.16, -0.16, 1.02, -0.17, 0.48, -0.81],
  "charge": -1,
  "orbital_gap_ev": 6.23,
  "total_energy_ha": -417.037808
}

Entry 3:
{
  "formula": "C3H3O7S2",
  "method": "ωB97M-V with the def2-TZVPD basis set",
  "species": ["C", "O", "H", "O", "O", "H", "S", "O", "O", "C", "H", "O", "C", "S", "O"],
  "xyz": [[1.846, 0.533, -0.457], [2.916, 0.583, 0.158], [-0.517, -3.023, -0.187], [-1.668, 2.642, -0.726], [0.923, -0.489, 1.597], [1.358, -1.315, 1.361], [-0.005, -2.199, -1.103], [-0.107, 1.375, 0.666], [-2.558, 1.019, 0.857], [-0.470, -0.687, -0.290], [-1.159, -0.957, 0.511], [-1.244, 0.244, -1.085], [0.608, 0.139, 0.399], [-1.521, 1.415, -0.035], [1.600, 0.721, -1.667]],
  "nbo_charge": [0.70, -0.72, 0.11, -0.91, -0.70, 0.48, 0.04, -0.68, -0.94, -0.12, 0.22, -0.67, 0.37, 2.57, -0.75],
  "charge": -1,
  "orbital_gap_ev": 7.75,
  "total_energy_ha": -1439.237031
}

Entry 4:
{
  "formula": "C3H3O9Rb",
  "method": "ωB97M-V with the def2-TZVPD basis set",
  "species": ["O", "O", "H", "O", "Rb", "O", "C", "C", "H", "C", "O", "O", "O", "O", "O", "H"],
  "xyz": [[2.941, -23.271, -7.554], [4.767, -20.471, -3.435], [2.365, -23.492, -5.925], [3.466, -17.535, -6.497], [3.077, -20.364, -7.387], [6.325, -20.334, -4.904], [4.659, -17.206, -6.364], [5.322, -20.900, -4.491], [4.066, -15.901, -5.296], [3.230, -24.336, -6.913], [5.587, -17.790, -6.951], [2.605, -24.400, -5.685], [4.709, -21.840, -5.260], [4.055, -25.169, -7.322], [4.943, -16.260, -5.460], [3.824, -21.673, -4.918]],
  "nbo_charge": [-0.91, -0.86, 0.48, -0.90, 0.98, -0.75, 0.93, 0.90, 0.47, 0.93, -0.77, -0.74, -0.74, -0.75, -0.72, 0.46],
  "charge": -2,
  "orbital_gap_ev": 4.97,
  "total_energy_ha": -817.493827
}

Entry 5:
{
  "formula": "C3H3OP",
  "method": "ωB97M-V with the def2-TZVPD basis set",
  "species": ["C", "C", "H", "O", "H", "H", "C", "P"],
  "xyz": [[-0.376, 0.433, 1.369], [-0.267, 0.556, -0.121], [-0.992, 0.095, -0.794], [-2.294, 2.130, 2.747], [0.572, 1.084, -0.555], [0.686, -1.444, 0.638], [0.248, -0.544, 0.817], [-0.930, 1.584, 2.909]],
  "nbo_charge": [-0.40, -0.45, 0.19, -0.95, 0.19, 0.23, -0.14, 1.33],
  "smiles": "O=PC1=CC1",
  "charge": 0,
  "orbital_gap_ev": 8.09,
  "total_energy_ha": -532.576533
}

Entry 6:
{
  "formula": "C3H3OP",
  "method": "ωB97M-V with the def2-TZVPD basis set",
  "species": ["C", "C", "P", "H", "H", "H", "O", "C"],
  "xyz": [[-0.170, 0.194, -1.156], [0.024, -0.961, 0.719], [-0.241, -1.662, -0.986], [0.497, -1.116, 1.713], [-0.826, 1.092, 0.981], [0.901, 1.035, 0.526], [-0.222, 0.930, -2.111], [0.037, 0.488, 0.314]],
  "nbo_charge": [0.33, -0.38, 0.47, 0.23, 0.22, 0.23, -0.51, -0.58],
  "smiles": "O=C1CC=P1",
  "charge": 0,
  "orbital_gap_ev": [8.33, 8.33],
  "total_energy_ha": -532.598972
}

Entry 7:
{
  "formula": "C3H3ORh",
  "method": "ωB97M-V with the def2-TZVPD basis set",
  "species": ["C", "C", "C", "H", "H", "Rh", "O", "H"],
  "xyz": [[0.407, 0.390, -0.208], [0.879, -0.239, 0.898], [-0.817, -0.225, -0.787], [1.207, 0.326, 1.773], [0.562, 1.461, -0.364], [-2.034, 0.788, -2.083], [-1.251, -1.184, -0.118], [1.046, -1.319, 0.890]],
  "nbo_charge": [-0.06, 0.09, 0.16, 0.29, 0.28, 1.19, -0.24, 0.29],
  "multiplicity": 5,
  "s_squared": 6.02,
  "charge": 2,
  "orbital_gap_ev": [8.39, 6.70],
  "total_energy_ha": -300.887230
}

Entry 8:
{
  "formula": "C3H3OS",
  "method": "ωB97M-V with the def2-TZVPD basis set",
  "species": ["H", "H", "C", "S", "H", "C", "C", "O"],
  "xyz": [[0.184, 1.467, -1.085], [-0.563, -0.963, 0.414], [0.392, -0.473, 0.047], [-2.639, -0.036, 0.399], [2.627, -0.930, 0.670], [-0.219, 0.756, -0.360], [1.679, -0.613, 0.213], [-1.461, 0.793, -0.299]],
  "nbo_charge": [0.25, 0.30, -0.45, 0.38, 0.29, 0.33, 0.33, -0.44],
  "charge": 1,
  "orbital_gap_ev": [5.68, 5.89],
  "total_energy_ha": -588.992908
}

Entry 9:
{
  "formula": "C3H3OS2",
  "method": "ωB97M-V with the def2-TZVPD basis set",
  "species": ["O", "H", "C", "C", "S", "S", "C", "H", "H"],
  "xyz": [[-2.482, 1.747, -0.818], [0.701, 0.695, 0.248], [2.230, -0.607, -0.208], [-2.875, 1.042, 0.029], [-0.475, -1.247, 0.118], [-3.673, 0.304, 1.116], [0.939, -0.326, 0.032], [3.096, -0.040, 0.168], [2.538, -1.568, -0.685]],
  "nbo_charge": [-0.48, 0.15, -0.59, 0.46, -0.52, -0.01, -0.34, 0.17, 0.16],
  "charge": -1,
  "orbital_gap_ev": 5.51,
  "total_energy_ha": -987.748334
}

Entry 10:
{
  "formula": "C3H3OS2",
  "method": "ωB97M-V with the def2-TZVPD basis set",
  "species": ["H", "H", "S", "C", "C", "S", "O", "H", "C"],
  "xyz": [[0.960, -0.393, -0.404], [-0.700, -0.095, -0.730], [-2.056, -0.929, 2.017], [-0.383, -0.985, 1.310], [-0.055, -0.079, 0.151], [0.298, -2.972, 0.778], [1.390, -1.564, 2.869], [0.101, 0.834, 0.539], [0.705, -1.703, 1.926]],
  "nbo_charge": [0.19, 0.22, -0.43, -0.12, -0.64, -0.24, -0.56, 0.21, 0.37],
  "smiles": "C[C@@]1([S-])SC1=O",
  "charge": -1,
  "orbital_gap_ev": 7.07,
  "total_energy_ha": -987.743323
}

Entry 11:
{
  "formula": "C3H3OS2",
  "method": "ωB97M-V with the def2-TZVPD basis set",
  "species": ["C", "S", "H", "S", "C", "H", "H", "O", "C"],
  "xyz": [[0.685, -0.775, -0.342], [-1.806, 0.292, -1.639], [1.612, -0.406, 0.178], [-0.049, -0.720, 2.579], [-0.087, 0.094, -0.999], [0.395, -1.723, 0.107], [-0.345, -0.329, 3.813], [-0.106, 2.376, -1.956], [-0.298, 1.189, -1.740]],
  "nbo_charge": [-0.31, 0.08, 0.25, -1.06, -0.19, 0.25, 0.10, -0.53, 0.41],
  "charge": -1,
  "orbital_gap_ev": 5.51,
  "total_energy_ha": -987.674692
}

Entry 12:
{
  "formula": "C3H3OS2",
  "method": "ωB97M-V with the def2-TZVPD basis set",
  "species": ["O", "C", "C", "H", "S", "H", "H", "C", "S"],
  "xyz": [[-0.560, 1.205, -1.227], [1.152, 0.842, 0.360], [-0.129, 0.475, -0.357], [-0.988, -1.056, 0.977], [1.276, 2.270, 1.190], [-1.855, -0.789, -0.571], [-0.298, -1.673, -0.538], [-0.881, -0.878, -0.088], [2.282, -0.396, 0.255]],
  "nbo_charge": [-0.57, -0.41, 0.54, 0.22, -0.22, 0.21, 0.24, -0.71, -0.29],
  "smiles": "CC(=O)C(=S)[S-]",
  "charge": -1,
  "orbital_gap_ev": 7.41,
  "total_energy_ha": -987.785398
}

Entry 13:
{
  "formula": "C3H3P3",
  "method": "ωB97M-V with the def2-TZVPD basis set",
  "species": ["C", "H", "H", "P", "H", "P", "C", "P", "C"],
  "xyz": [[-0.310, 1.275, 0.107], [-2.617, -1.536, 0.246], [2.630, -0.801, -0.243], [-1.975, 0.929, -0.052], [0.313, 2.111, 0.223], [-0.109, -1.450, -0.008], [0.620, 0.229, -0.023], [2.304, 0.539, -0.001], [-1.743, -0.880, 0.058]],
  "nbo_charge": [-0.67, 0.25, -0.05, 0.71, 0.23, 0.69, -0.74, 0.58, -0.99],
  "smiles": "[H]/P=C1/C=PC=P1",
  "charge": 0,
  "orbital_gap_ev": 6.47,
  "total_energy_ha": -1140.070949
}

Entry 14:
{
  "formula": "C3H4",
  "method": "ωB97M-V with the def2-TZVPD basis set",
  "species": ["H", "H", "H", "C", "C", "C", "H"],
  "xyz": [[1.879, 1.531, 0.647], [-0.849, -0.978, -1.413], [-1.988, -0.242, -0.274], [-0.976, -0.700, -0.365], [0.172, 0.132, 0.049], [1.121, 0.781, 0.437], [-0.942, -1.592, 0.315]],
  "nbo_charge": [0.24, 0.24, 0.24, -0.69, 0.00, -0.27, 0.24],
  "smiles": "C#CC",
  "charge": 0,
  "orbital_gap_ev": 11.07,
  "total_energy_ha": -116.632981
}

Entry 15:
{
  "formula": "C3H4Ag4BBr2F4O3",
  "method": "ωB97M-V with the def2-TZVPD basis set",
  "species": ["Ag", "Br", "H", "C", "H", "F", "C", "H", "F", "O", "F", "F", "B", "Ag", "Ag", "O", "Br", "H", "Ag", "C", "O"],
  "xyz": [[2.041, 2.049, -0.008], [-2.925, 1.368, -2.108], [-3.266, 3.167, 1.240], [1.239, -0.285, 1.482], [-3.888, 3.461, -0.315], [1.022, -3.506, -1.908], [-3.656, 2.645, 0.365], [-1.603, 2.069, -0.127], [3.246, -3.606, -2.446], [0.629, 0.249, 0.488], [2.502, -2.366, -0.560], [2.151, -1.607, -2.608], [2.240, -2.832, -1.931], [4.460, 0.707, 2.324], [0.031, -2.149, -0.251], [1.045, -1.508, 1.762], [-5.361, 1.766, 0.814], [-2.625, 0.753, 0.349], [3.162, -2.541, 1.656], [-2.622, 1.696, -0.192], [2.178, 0.469, 1.974]],
  "nbo_charge": [0.94, -0.01, 0.23, 0.97, 0.23, -0.56, -0.46, 0.21, -0.53, -0.89, -0.65, -0.56, 1.34, 0.95, 0.95, -0.89, 0.01, 0.23, 0.95, -0.44, -1.01],
  "charge": 1,
  "orbital_gap_ev": 5.39,
  "total_energy_ha": -6502.539912
}

Entry 16:
{
  "formula": "C3H4AlO4",
  "method": "ωB97M-V with the def2-TZVPD basis set",
  "species": ["C", "O", "O", "H", "Al", "H", "H", "C", "H", "O", "C", "O"],
  "xyz": [[-1.181, 0.075, -0.600], [1.671, 0.769, -1.049], [0.003, -0.729, -1.029], [-0.824, -0.973, 1.330], [3.085, 0.037, -0.671], [-0.404, 1.569, 0.248], [-2.144, 0.325, 1.296], [-1.161, 0.001, 0.921], [-2.009, -0.562, -0.945], [-0.215, 1.041, 1.239], [1.158, -0.326, -0.549], [2.021, -1.228, -0.192]],
  "nbo_charge": [0.18, -0.82, -0.45, 0.22, 1.62, 0.47, 0.22, -0.19, 0.21, -0.68, 0.96, -0.75],
  "charge": 1,
  "orbital_gap_ev": [7.84, 8.06],
  "total_energy_ha": -659.695384
}

Entry 17:
{
  "formula": "C3H4Br2Cl2O",
  "method": "ωB97M-V with the def2-TZVPD basis set",
  "species": ["Cl", "C", "H", "O", "H", "Cl", "Br", "H", "C", "C", "H", "Br"],
  "xyz": [[-1.329, 0.899, -2.069], [0.221, -0.138, 1.892], [-0.234, -1.286, -2.720], [0.917, -0.384, -1.267], [0.973, 0.457, -0.893], [1.605, -0.249, 2.842], [1.023, 2.379, 0.995], [-1.097, 0.955, 0.605], [-0.312, -0.553, -1.797], [-0.037, 0.802, 1.002], [-0.326, -1.022, 2.041], [-1.405, -1.859, -0.630]],
  "nbo_charge": [-0.01, -0.23, 0.24, -0.67, 0.50, 0.04, 0.06, 0.27, 0.07, -0.39, 0.24, -0.11],
  "smiles": "O[C@H](Cl)Br.Cl/C=C\\Br",
  "charge": 0,
  "orbital_gap_ev": 9.95,
  "total_energy_ha": -6260.302360
}

Entry 18:
{
  "formula": "C3H4Br2Na5O3",
  "method": "ωB97M-V with the def2-TZVPD basis set",
  "species": ["Na", "O", "H", "H", "Br", "C", "O", "H", "O", "C", "H", "Na", "Br", "Na", "Na", "Na", "C"],
  "xyz": [[-4.164, -0.107, -2.137], [-1.669, -1.344, 0.875], [3.078, 0.479, -1.087], [1.340, 0.282, -0.909], [2.130, 3.082, -0.065], [2.279, 0.305, -0.373], [-2.896, 0.186, -0.199], [1.306, 1.212, 1.289], [-0.690, -0.022, -0.651], [-1.717, -0.368, 0.006], [3.100, 1.298, 1.422], [-1.721, 2.094, -1.387], [2.644, -1.486, 0.346], [-0.218, -2.435, -1.420], [-0.979, -2.990, 2.417], [-4.071, -1.493, 1.116], [2.247, 1.306, 0.757]],
  "nbo_charge": [0.99, -1.01, 0.25, 0.22, 0.02, -0.43, -1.03, 0.21, -0.86, 0.95, 0.26, 0.98, -0.05, 0.97, 0.99, 0.98, -0.45],
  "charge": 3,
  "orbital_gap_ev": 6.46,
  "total_energy_ha": -6301.248299
}

Entry 19:
{
  "formula": "C3H4Br2O",
  "method": "ωB97M-V with the def2-TZVPD basis set",
  "species": ["Br", "C", "C", "H", "C", "H", "O", "H", "Br", "H"],
  "xyz": [[2.817, 0.315, 1.307], [-0.175, 0.189, -1.102], [1.374, 1.476, 1.669], [-0.833, -1.980, -0.900], [-1.115, -0.901, -0.688], [-2.097, -0.761, -0.415], [-0.191, -0.402, 0.235], [-0.645, 1.253, -1.277], [0.288, 0.781, 2.958], [0.578, 0.030, -1.787]],
  "nbo_charge": [0.09, -0.12, -0.25, 0.17, -0.10, 0.18, -0.52, 0.19, 0.16, 0.19],
  "charge": 0,
  "orbital_gap_ev": 8.14,
  "total_energy_ha": -5339.786127
}

Entry 20:
{
  "formula": "C3H4BrCl",
  "method": "ωB97M-V with the def2-TZVPD basis set",
  "species": ["H", "H", "H", "C", "H", "Cl", "Br", "C", "C"],
  "xyz": [[-1.545, -1.465, -0.077], [0.805, -0.446, -0.016], [0.498, 1.146, -0.793], [-1.273, 0.546, -0.015], [0.350, 1.049, 0.903], [-1.838, 2.144, -0.012], [-3.876, -0.422, 0.003], [0.213, 0.492, 0.046], [-1.992, -0.552, -0.019]],
  "nbo_charge": [0.22, 0.23, 0.22, -0.05, 0.23, 0.04, 0.04, -0.64, -0.30],
  "smiles": "C/C(Cl)=C/Br",
  "charge": 0,
  "orbital_gap_ev": 10.13,
  "total_energy_ha": -3150.879572
}